100
Properties=species:S:1:pos:R:3:forces:R:3:mulliken_charge:R:1 method="wB97M-V/def2-TZVPD" homo_energy_ev="-0.35 / -1.10" multiplicity=4 de_lowest_kj_mol=36.8 homo_lumo_gap_ev="3.98 / 4.73" total_charge=-2
V -0.00520 0.23173 -0.31999 -1.6 0.0 0.4 0.714
C -2.17725 -0.19134 3.88224 0.1 0.0 -0.1 -1.446
N -0.93204 -0.52182 3.17878 0.0 0.0 -0.1 1.263
C -0.92723 -1.89052 2.70337 -0.1 -0.2 0.1 -1.811
C -1.94111 -2.17297 1.60510 0.2 0.0 0.0 -0.993
N -1.48020 -1.91810 0.21248 -0.2 0.3 -0.4 1.313
C -2.71576 -1.77898 -0.61485 0.0 -0.3 0.0 -1.727
C -0.70217 -3.04832 -0.28272 0.1 0.0 0.2 -0.742
C -1.34857 -4.25032 -0.57141 0.0 0.0 0.0 -0.574
C -0.65556 -5.36481 -1.00877 0.0 0.0 0.0 -0.958
C 0.72538 -5.28769 -1.15002 0.0 0.0 0.0 -0.604
C 1.37502 -4.10078 -0.87486 0.0 0.0 0.0 -0.832
C 0.68445 -2.95588 -0.45151 0.0 0.1 -0.1 1.074
S 1.60714 -1.49942 -0.13245 0.1 0.1 0.1 -0.624
C 0.16765 -0.20485 4.05333 -0.1 0.1 0.1 -0.339
C 0.83113 -1.22805 4.73228 0.1 0.0 -0.1 0.078
C 1.82546 -0.97644 5.66998 0.0 0.0 0.0 -1.024
C 2.14381 0.34606 5.95200 0.0 -0.1 0.0 -0.612
C 1.49466 1.36703 5.28567 0.0 0.1 0.0 -0.527
C 0.49891 1.16073 4.30732 -0.1 -0.1 0.0 0.151
S -0.22089 2.52061 3.50976 -0.1 -0.1 0.1 -0.454
H -2.27717 -0.81759 4.78479 0.0 0.0 0.0 0.387
H -3.05672 -0.34174 3.26021 0.0 0.0 -0.1 0.514
H -2.15136 0.86083 4.15816 0.0 0.0 0.0 0.257
H -1.16173 -2.60145 3.52002 0.0 0.0 0.0 0.643
H 0.07590 -2.13436 2.34644 0.0 0.0 0.0 0.542
H -2.85234 -1.59799 1.74822 0.0 0.1 0.1 0.794
H -2.23558 -3.22591 1.68734 0.0 0.0 -0.1 0.309
H -2.48806 -1.96151 -1.65615 0.1 0.0 -0.1 0.456
H -3.12420 -0.78297 -0.51839 0.0 0.0 0.0 0.255
H -3.48239 -2.49075 -0.29021 0.0 0.0 0.0 0.596
H -2.42218 -4.31120 -0.44732 0.0 0.0 0.0 0.343
H -1.18701 -6.28082 -1.23581 0.0 0.0 0.0 0.397
H 1.29453 -6.15072 -1.47553 0.0 0.0 0.0 0.355
H 2.44913 -4.02656 -0.99231 0.0 0.0 0.0 0.447
H 0.57427 -2.25922 4.53231 0.0 0.0 0.0 0.307
H 2.32728 -1.79823 6.16829 0.0 0.0 0.0 0.342
H 2.90814 0.58365 6.68571 0.0 0.0 0.0 0.312
H 1.75521 2.39845 5.49124 0.0 0.0 0.0 0.323
C 3.15684 0.60553 2.52665 0.0 0.0 0.0 -0.557
O 3.06190 2.01977 2.69749 0.1 -0.1 0.2 -0.423
C 2.73441 2.77698 1.63666 0.0 0.2 -0.1 -0.651
C 3.34446 4.01552 1.56074 0.0 0.0 0.1 -0.362
C 3.13364 4.89322 0.49687 0.0 0.0 -0.1 -0.884
C 2.33753 4.49393 -0.54804 0.1 0.0 0.1 -0.772
C 1.69410 3.24694 -0.49528 -0.1 0.1 -0.1 0.221
C 0.98326 2.80254 -1.66090 0.1 0.0 0.1 -0.674
N 0.39310 1.67024 -1.78420 0.1 -0.1 -0.3 0.588
N -0.07708 1.39992 -3.07986 0.1 0.0 0.2 -1.036
C -0.61566 0.22083 -3.04855 0.2 -0.2 -0.3 0.586
O -0.68739 -0.49328 -1.98822 0.0 -0.5 -0.5 0.504
C -1.08628 -0.38774 -4.32573 0.0 0.2 0.1 -0.321
C -1.26391 -1.76464 -4.40079 -0.1 0.0 -0.1 -0.123
C -1.68403 -2.34472 -5.59102 0.0 0.0 0.1 -0.837
C -1.92398 -1.55404 -6.70537 0.0 0.0 -0.1 -0.416
C -1.73864 -0.17816 -6.63392 0.0 0.0 0.1 -0.627
C -1.32020 0.40430 -5.44753 0.0 -0.1 -0.1 -0.169
C 1.80323 2.40660 0.62896 -0.1 -0.1 0.0 1.003
O 1.10265 1.30624 0.70746 0.6 0.1 0.1 0.875
H 3.52813 0.22859 3.47414 0.0 0.0 0.0 0.206
H 2.19564 0.15587 2.31286 0.0 0.0 0.0 -0.018
H 3.86110 0.36977 1.72147 0.0 0.0 0.0 0.341
H 4.00649 4.27961 2.37655 0.0 0.0 0.0 0.428
H 3.61935 5.86059 0.48646 0.0 0.0 0.0 0.354
H 2.20078 5.12056 -1.42211 0.0 0.0 0.0 0.369
H 0.99642 3.44526 -2.53946 0.0 0.0 0.0 0.295
H -1.05611 -2.36955 -3.52757 0.0 0.0 0.0 0.507
H -1.82047 -3.41763 -5.64458 0.0 0.0 0.0 0.419
H -2.25553 -2.00834 -7.63166 0.0 0.0 0.0 0.393
H -1.92597 0.44110 -7.50288 0.0 0.0 0.0 0.374
H -1.16752 1.47300 -5.37218 0.0 0.0 0.0 0.405
C -5.44423 -0.69787 -5.31368 0.0 0.0 0.0 -1.444
C -4.85030 0.62662 -4.86323 0.0 0.0 0.0 0.287
S -5.86619 1.35173 -3.58483 0.0 -0.1 0.0 1.280
O -5.80468 0.47660 -2.44806 0.0 0.0 0.0 -0.559
O -7.14432 1.68457 -4.17548 0.0 0.0 0.0 -0.777
C -4.99822 2.88027 -3.24662 -0.1 0.1 0.0 -0.445
C -5.09797 3.38016 -1.80119 -0.1 -0.1 -0.1 -1.271
N -4.20824 2.64396 -0.93196 0.0 0.1 0.2 0.316
C -2.85235 2.53176 -1.12485 0.0 -0.2 -0.2 0.877
N -2.34418 1.58790 -0.36564 0.6 0.1 0.4 0.501
C -3.37819 1.11859 0.41392 0.0 0.1 0.1 -1.856
C -4.55068 1.74312 0.07051 0.0 0.1 0.0 0.405
N -5.80394 1.58542 0.60223 0.0 0.0 0.0 1.022
O -6.75498 2.39500 0.25929 0.0 0.0 0.0 -0.917
O -5.95922 0.64611 1.45526 0.0 0.0 0.0 -0.842
C -2.10415 3.48669 -1.99502 0.0 0.1 0.0 -1.580
H -4.81378 -1.13584 -6.08819 0.0 0.0 0.0 0.375
H -6.45070 -0.55800 -5.70817 0.0 0.0 0.0 0.387
H -5.49588 -1.39264 -4.47610 0.0 0.0 0.0 0.324
H -4.79710 1.34990 -5.67925 0.0 0.0 0.0 0.459
H -3.85864 0.49054 -4.42738 0.0 0.0 0.0 -0.369
H -5.42864 3.60349 -3.94050 0.0 0.0 0.0 0.540
H -3.95694 2.69830 -3.51620 0.0 0.0 0.0 0.201
H -6.09589 3.27026 -1.37037 0.0 0.0 0.0 0.433
H -4.83557 4.44104 -1.80310 0.0 0.0 0.0 0.481
H -3.23210 0.42381 1.21530 0.0 0.0 0.0 0.484
H -2.74626 4.30833 -2.31188 0.0 0.0 0.0 0.430
H -1.67830 3.01358 -2.88051 0.0 0.0 0.0 0.042
H -1.28425 3.92171 -1.42366 0.0 0.0 0.0 0.313